Record 1
Computed, not measured: the ion CH6N3 with charge +1 at a distorted geometry, with ωB97M-V with the def2-TZVPD basis set.

Geometry as XYZ:
```
10
Properties=species:S:1:pos:R:3:forces:R:3
N 0.672 -1.155 -0.006 1.262 -1.302 2.535
C -0.129 -0.101 0.216 0.603 0.419 -4.775
N 0.290 1.069 0.736 0.372 -0.722 1.565
N -1.141 0.026 -0.670 -0.483 1.503 0.469
H 1.497 -1.276 0.579 -0.085 0.678 0.017
H 0.435 -2.110 -0.268 -1.115 0.583 -0.314
H 0.250 1.902 0.175 -0.385 0.109 0.061
H 0.805 1.150 1.608 -0.017 -0.291 -0.427
H -1.355 -0.509 -1.501 0.592 -0.784 0.451
H -1.325 1.003 -0.869 -0.745 -0.193 0.417
```
Positions in Å, forces in eV/Å.

## Properties
structure (SMILES) = NC(N)=[NH2+]
gap between HOMO and LUMO = 11.536 eV
energy relative to the best compared isomer or geometry (same formula, charge and spin) = 0.857 eV
net charge = +1
calculated total energy = -205.725913 a.u.


Record 2
Computed, not measured: a cluster of 2 separate species, C5H12OSSi2 in total at a distorted geometry, with ωB97M-V with the def2-TZVPD basis set.

Geometry as XYZ:
```
21
Properties=species:S:1:pos:R:3:forces:R:3
C 1.573 -0.051 -0.800 0.506 0.009 -0.111
C 0.576 -2.913 0.313 1.065 1.747 0.914
C 2.511 -1.003 1.931 0.372 -1.494 1.160
C -1.315 2.614 1.495 0.675 -0.977 -1.138
C -2.396 0.246 -2.879 -2.333 2.202 0.947
O 2.414 -0.196 -1.632 -0.574 -0.237 0.463
Si 1.102 -1.246 0.716 -0.117 -2.822 -1.058
Si -0.204 1.020 1.113 -0.508 1.300 -0.111
S 0.725 1.613 -0.684 -0.363 -0.006 0.375
H -0.108 -3.313 -0.401 -0.474 0.420 -0.644
H 0.843 -3.714 1.000 0.081 0.309 0.391
H -2.025 1.139 -2.294 0.290 -1.175 -0.792
H 2.832 0.035 1.842 0.197 -0.005 0.275
H 2.155 -1.229 3.025 0.836 0.449 -2.036
H 3.395 -1.704 1.634 -1.620 1.261 0.638
H -2.401 2.346 1.460 0.937 0.559 -0.180
H -1.055 3.077 2.417 -0.032 -0.145 1.317
H -0.926 3.373 0.794 -0.978 -0.361 -0.262
H -1.709 -0.263 -3.503 0.789 0.394 -1.139
H -2.626 -0.538 -2.165 -0.689 0.123 0.329
H -3.361 0.705 -3.382 1.940 -1.550 0.662
```
Positions in Å, forces in eV/Å.

## Properties
gap between HOMO and LUMO (spin up / spin down) = 5.973 / 5.971 eV
energy relative to the best compared isomer or geometry (same formula, charge and spin) = 3.218 eV
net charge = 0
calculated total energy = -1250.010600 a.u.


Record 3
Computed, not measured: a cluster of 2 separate species, C3H8NO2 in total at a distorted geometry, with ωB97M-V with the def2-TZVPD basis set.

Geometry as XYZ:
```
14
Properties=species:S:1:pos:R:3:forces:R:3
O 2.369 -0.269 -0.177 0.579 0.167 0.586
C 1.402 -0.641 -0.756 -1.112 -0.252 -0.967
O 1.428 -1.414 -1.857 0.307 -0.134 0.582
C -0.026 -0.287 -0.349 1.054 0.265 0.101
H 2.351 -1.717 -1.901 -0.044 -0.021 -0.464
H -0.702 -0.243 -1.202 -0.004 -0.193 -0.004
H 0.127 0.687 0.114 -0.275 0.010 0.099
H -0.307 -1.027 0.402 -0.263 0.014 -0.073
C -2.613 1.012 2.070 -0.379 0.436 -0.327
N -2.150 1.450 0.964 -0.137 -1.062 1.383
H -2.927 -0.023 2.132 0.208 -0.043 0.206
H -2.740 1.713 2.887 -0.141 -0.148 0.088
H -1.874 2.418 0.925 0.293 0.310 -0.626
H -1.883 0.740 0.282 -0.086 0.652 -0.583
```
Positions in Å, forces in eV/Å.

## Properties
gap between HOMO and LUMO = 7.911 eV
energy relative to the best compared isomer or geometry (same formula, charge and spin) = 1.851 eV
net charge = +1
calculated total energy = -324.059258 a.u.


Record 4
Computed, not measured: a structure of composition C8H11CoFO7P2S4Sb at a distorted geometry, with ωB97M-V with the def2-TZVPD basis set.

Geometry as XYZ:
```
35
Properties=species:S:1:pos:R:3:forces:R:3
Co -13.248 1.208 1.228 -0.292 0.475 -0.521
S -8.699 0.369 3.730 0.172 0.497 0.147
Sb -9.901 2.110 2.796 -0.223 -0.776 -0.767
S -13.807 2.233 3.134 1.056 1.376 0.109
S -11.153 0.599 1.217 0.907 -0.217 0.073
S -8.963 3.769 1.490 0.018 -0.226 0.339
C -14.239 -0.722 -2.773 1.868 0.121 0.264
C -14.692 0.603 -2.198 -0.657 0.564 -0.165
O -15.594 1.243 -3.110 -0.240 -0.407 0.250
P -15.524 0.257 -0.605 0.327 1.497 0.726
O -16.370 1.579 -0.222 1.632 -0.442 -0.199
O -16.670 -0.784 -0.891 -0.580 -0.505 -0.082
O -14.569 -0.266 0.445 -0.726 0.340 -0.689
P -13.435 1.942 -1.806 0.837 0.360 0.844
O -12.033 1.203 -1.777 -0.676 0.293 -1.798
O -13.563 2.927 -2.914 -0.023 -0.382 -0.078
O -13.759 2.459 -0.388 -0.256 -0.741 -0.412
H -15.079 -1.363 -2.984 -0.393 -0.194 -0.087
H -13.563 -1.200 -2.026 -0.416 0.067 -0.565
H -13.648 -0.567 -3.700 -0.384 -0.019 0.526
H -15.138 2.073 -3.355 0.039 0.053 -0.038
H -15.636 2.274 -0.156 -0.726 -0.431 -0.039
H -16.444 -1.616 -0.465 -0.064 -0.176 0.127
H -11.631 0.916 -0.955 0.425 0.034 1.388
F -18.465 -0.982 4.564 -0.439 -0.529 0.160
C -17.369 -0.275 4.209 0.409 0.436 -0.313
C -16.123 -0.647 4.691 -0.196 0.775 -0.015
C -15.041 0.166 4.375 -0.284 0.440 -0.705
C -15.161 1.292 3.528 -2.405 -0.903 0.452
C -16.466 1.619 3.033 0.656 -0.878 0.545
C -17.559 0.817 3.371 0.499 0.113 -0.138
H -15.986 -1.478 5.362 -0.183 -0.238 0.025
H -14.053 -0.065 4.735 0.150 -0.114 0.108
H -16.598 2.458 2.349 0.124 -0.216 0.267
H -18.533 1.015 2.933 0.042 -0.046 0.259
```
Positions in Å, forces in eV/Å.

## Properties
gap between HOMO and LUMO (spin up / spin down) = 5.768 / 5.951 eV
energy relative to the best compared isomer or geometry (same formula, charge and spin) = 0.000 eV
net charge = -2
2S+1 = 5
calculated total energy = -4836.868155 a.u.


Record 5
Computed, not measured: a cluster of 5 separate species, C22H48BNO16PS in total, with ωB97M-V with the def2-TZVPD basis set.

Geometry as XYZ:
```
90
Properties=species:S:1:pos:R:3:forces:R:3
C 0.105 -3.209 4.143 -0.029 0.005 0.044
C -0.487 -3.693 2.807 -0.035 -0.024 0.045
C -1.016 -2.563 1.906 0.035 -0.073 0.035
C -0.727 -2.761 0.404 0.047 0.084 0.019
C -2.483 -2.223 2.134 -0.076 -0.021 -0.083
O -2.769 -1.958 3.464 0.046 0.103 -0.048
B -4.227 -1.716 3.484 -0.012 0.049 0.076
N -4.796 -1.808 4.865 0.043 0.072 0.089
O -4.710 -2.844 2.525 -0.055 0.070 -0.276
C -3.640 -3.178 1.684 -0.189 -0.008 0.249
P -3.566 -5.005 1.781 0.018 0.028 -0.003
O -3.206 -5.380 3.309 0.128 0.040 -0.013
O -5.135 -5.385 1.752 0.014 -0.225 -0.491
S -2.528 -5.949 0.450 -0.061 -0.061 0.062
H -0.467 -3.582 4.993 -0.020 0.007 -0.003
H 0.084 -2.121 4.214 -0.008 0.003 -0.004
H 1.141 -3.532 4.272 0.000 -0.013 -0.012
H -1.284 -4.399 3.028 0.122 0.036 -0.069
H 0.262 -4.261 2.251 0.049 0.040 0.011
H -0.498 -1.655 2.232 0.020 0.034 -0.079
H -1.632 -2.676 -0.199 -0.001 -0.054 -0.013
H -0.029 -2.005 0.038 0.018 -0.013 -0.011
H -0.296 -3.742 0.205 -0.080 -0.026 -0.021
H -2.687 -1.324 1.520 0.040 0.051 0.060
H -4.511 -0.629 2.945 -0.052 -0.086 0.056
H -5.794 -1.647 4.893 0.009 -0.017 0.037
H -4.593 -2.682 5.336 -0.056 -0.074 -0.098
H -3.895 -2.988 0.628 0.152 -0.108 -0.043
H -3.765 -6.097 3.622 -0.101 -0.030 0.033
H -5.660 -4.569 1.747 0.047 0.233 0.437
C 3.631 2.031 -1.088 -0.050 0.002 0.010
C 3.369 0.556 -1.290 0.048 -0.063 0.005
O 1.969 0.269 -1.471 -0.025 0.040 0.001
C 1.464 0.530 -2.669 0.029 -0.006 -0.008
O 2.067 0.982 -3.616 -0.013 0.043 0.032
O 0.178 0.203 -2.661 -0.017 0.011 0.036
C -0.519 0.435 -3.888 0.005 -0.027 0.009
H 3.042 2.410 -0.252 0.009 0.001 0.004
H 4.688 2.186 -0.865 -0.001 0.004 0.004
H 3.392 2.599 -1.984 0.027 -0.002 -0.007
H 3.634 -0.018 -0.405 0.001 -0.002 -0.006
H 3.924 0.163 -2.143 -0.023 0.025 -0.021
H -0.012 -0.059 -4.715 -0.005 -0.002 0.000
H -0.588 1.503 -4.088 0.012 -0.002 -0.008
H -1.507 0.013 -3.739 -0.003 0.009 -0.009
C 3.344 -2.143 -9.883 0.010 0.035 0.012
C 4.631 -2.634 -9.258 0.039 -0.048 -0.022
O 5.150 -1.698 -8.296 -0.026 0.015 0.023
C 4.539 -1.711 -7.107 -0.049 0.028 -0.046
O 3.644 -2.451 -6.785 0.028 -0.002 0.012
O 5.086 -0.769 -6.347 0.018 -0.028 0.007
C 4.503 -0.647 -5.038 0.046 0.015 -0.026
H 3.490 -1.160 -10.333 -0.002 -0.007 -0.011
H 3.029 -2.837 -10.663 -0.006 0.002 0.001
H 2.554 -2.079 -9.138 0.000 -0.011 -0.001
H 5.424 -2.716 -10.000 0.001 0.003 0.007
H 4.495 -3.602 -8.776 -0.022 0.014 0.016
H 4.533 -1.605 -4.521 -0.009 0.004 0.007
H 3.478 -0.295 -5.103 0.002 -0.015 -0.012
H 5.114 0.088 -4.523 -0.012 0.005 0.003
C -4.587 0.573 7.270 -0.109 0.013 0.018
C -4.199 1.332 8.514 0.146 0.027 -0.016
O -5.323 2.053 9.085 -0.035 -0.014 -0.017
C -6.163 1.329 9.806 -0.021 -0.011 -0.005
O -6.051 0.169 10.108 0.010 0.018 0.006
O -7.186 2.117 10.174 0.021 -0.009 0.000
C -8.188 1.449 10.941 0.009 0.015 0.000
H -5.032 1.238 6.530 0.028 0.003 -0.009
H -3.718 0.104 6.810 -0.012 -0.015 -0.008
H -5.297 -0.221 7.493 0.020 -0.012 0.009
H -3.480 2.118 8.293 -0.012 0.007 0.010
H -3.782 0.679 9.280 -0.047 -0.021 0.001
H -7.750 0.969 11.815 -0.005 0.008 0.005
H -8.692 0.695 10.338 0.008 -0.005 0.002
H -8.889 2.223 11.241 -0.008 -0.010 0.000
C 6.706 7.123 -4.645 -0.026 -0.002 -0.026
C 5.619 7.505 -3.665 0.001 0.041 0.051
O 4.312 7.143 -4.147 0.006 -0.031 -0.021
C 4.000 5.851 -4.025 0.019 0.001 -0.021
O 4.694 5.001 -3.526 -0.018 0.010 0.010
O 2.793 5.661 -4.548 0.028 0.004 0.004
C 2.341 4.299 -4.512 -0.049 -0.061 0.017
H 6.512 7.570 -5.621 0.010 0.007 0.004
H 7.668 7.488 -4.284 0.003 -0.004 -0.004
H 6.765 6.042 -4.755 0.004 0.000 0.010
H 5.563 8.584 -3.538 -0.006 -0.004 -0.001
H 5.779 7.042 -2.691 0.001 -0.026 -0.016
H 2.393 3.904 -3.501 -0.017 -0.005 -0.007
H 2.946 3.678 -5.169 0.015 -0.004 0.021
H 1.312 4.323 -4.856 0.007 0.011 -0.013
```
Positions in Å, forces in eV/Å.

## Properties
gap between HOMO and LUMO = 7.006 eV
net charge = -1
calculated total energy = -2890.342236 a.u.


Record 6
Computed, not measured: a cluster of 2 separate species, C5H14 in total at a distorted geometry, with ωB97M-V with the def2-TZVPD basis set.

Geometry as XYZ:
```
19
Properties=species:S:1:pos:R:3:forces:R:3
C 2.499 -0.032 -0.091 0.284 1.101 0.322
C 1.151 0.691 0.004 -0.504 0.699 -0.176
C 0.743 1.283 1.372 1.043 -1.168 0.320
H 2.850 -0.404 0.874 -0.258 -0.404 -0.096
H 3.236 0.733 -0.359 0.131 -0.233 -0.055
H 2.530 -0.791 -0.865 -0.070 -0.207 0.087
H 1.177 1.560 -0.641 0.190 0.085 -0.587
H 0.343 0.092 -0.405 0.051 -0.201 0.115
H 0.466 2.334 1.357 -0.292 -0.082 -0.162
H -0.016 0.653 1.836 -0.242 0.314 0.084
H 1.615 1.200 2.030 -0.092 0.195 0.091
C -1.980 -0.655 0.060 -0.214 0.219 0.340
C -2.205 -1.215 -1.336 0.721 -0.106 -0.013
H -1.119 -1.040 0.598 0.295 -0.275 -0.285
H -2.806 -0.825 0.756 -0.200 0.108 -0.329
H -1.811 0.418 -0.047 -0.191 0.028 0.303
H -1.393 -0.885 -1.989 -0.033 0.151 -0.034
H -3.125 -0.813 -1.748 -0.169 -0.251 -0.111
H -2.155 -2.304 -1.404 -0.449 0.028 0.187
```
Positions in Å, forces in eV/Å.

## Properties
structure (SMILES) = CCC.CC
gap between HOMO and LUMO = 12.228 eV
energy relative to the best compared isomer or geometry (same formula, charge and spin) = 0.439 eV
net charge = 0
calculated total energy = -198.873028 a.u.